8 unconnected molecules or ions with the total composition H16O8, computed with ωB97M-V with the def2-TZVPD basis set.

Output
SMILES string: O.O.O.O.O.O.O.O
LUMO in Eh: 0.009
Molecular weight in g mol⁻¹: 144.12
Spin multiplicity: 1
HOMO energy in hartree: -0.3980
Relative energy (zero: lowest compared OMol25 entry of this formula, charge and spin) in kJ/mol: 282.5
Frontier orbital gap in eV: 11.07

CARTESIAN COORDINATES (ANGSTROEM)
O (3.070, -3.767, 1.008)
O (-2.800, 3.357, 0.265)
O (3.676, 0.234, 1.129)
O (-0.812, -0.358, -2.548)
O (1.868, -0.378, -2.262)
O (-1.953, 2.422, -2.195)
O (0.066, 0.098, 1.433)
O (-2.964, -1.758, 3.290)
H (-2.566, -2.026, 2.454)
H (0.703, 0.615, 1.939)
H (-2.768, 1.988, -2.470)
H (-0.679, 0.697, 1.312)
H (-0.263, -0.768, -1.870)
H (3.928, 1.146, 1.314)
H (3.257, -4.521, 0.437)
H (1.827, 0.574, -2.406)
H (2.181, -3.495, 0.753)
H (-3.445, 3.959, 0.653)
H (-1.433, 0.186, -2.050)
H (2.630, -0.496, -1.684)
H (-3.284, 2.924, -0.448)
H (-1.531, 2.676, -3.023)
H (3.191, 0.289, 0.298)
H (-2.950, -2.560, 3.824)

---

8 unconnected molecules or ions with the total composition H16O8 at a distorted geometry, computed with ωB97M-V with the def2-TZVPD basis set.

Output
SMILES string: O.O.O.O.O.O.O.O
LUMO in Eh: -0.006
Molecular weight in g mol⁻¹: 144.12
Spin multiplicity: 1
HOMO energy in hartree: -0.3935
Relative energy (zero: lowest compared OMol25 entry of this formula, charge and spin) in kJ/mol: 337.2
Frontier orbital gap in eV: 10.56

CARTESIAN COORDINATES (ANGSTROEM)
O (-2.111, 3.600, -0.532)
O (0.139, 1.268, 4.113)
O (-0.871, -4.625, -0.963)
O (0.028, -0.281, 2.202)
O (2.216, -0.933, 0.199)
O (0.862, 2.080, -2.077)
O (-1.325, 0.358, -0.372)
O (1.078, -1.331, -2.016)
H (-1.833, 3.208, -1.368)
H (1.802, 1.959, -2.251)
H (1.531, -0.729, -1.415)
H (2.847, -1.492, -0.266)
H (1.396, -1.439, 0.181)
H (1.560, -2.161, -1.924)
H (-1.273, -3.826, -0.603)
H (-0.246, -1.080, 1.737)
H (-0.506, 0.416, 1.805)
H (-0.533, 1.280, 3.422)
H (-0.273, 1.734, 4.849)
H (0.058, -4.550, -0.716)
H (-1.294, 0.715, -1.267)
H (-1.473, 4.307, -0.382)
H (0.488, 1.198, -2.187)
H (-2.266, 0.325, -0.166)

---

8 unconnected molecules or ions with the total composition H16O8 at a distorted geometry, computed with ωB97M-V with the def2-TZVPD basis set.

Output
⟨S²⟩: 0.7546
LUMO (alpha / beta) in Eh: -0.118 / -0.381
Total charge: +1
Molecular weight in g mol⁻¹: 144.12
Spin multiplicity: 2
HOMO energy (alpha / beta) in hartree: -0.5243 / -0.4986
Relative energy (zero: lowest compared OMol25 entry of this formula, charge and spin) in kJ/mol: 28.3
Frontier orbital gap (alpha / beta) in eV: 11.06 / 3.19

CARTESIAN COORDINATES (ANGSTROEM)
O (2.207, -2.549, -0.953)
O (-0.458, 2.606, 1.469)
O (-1.968, 1.665, -1.937)
O (0.575, 3.704, -1.068)
O (0.004, 0.258, -0.074)
O (1.288, -2.152, 1.638)
O (-2.591, -2.051, 1.626)
O (0.779, -0.774, -2.483)
H (0.290, -0.326, -1.792)
H (0.031, 2.944, 2.219)
H (-2.749, -2.920, 1.258)
H (0.135, -0.521, 0.468)
H (0.231, 4.596, -1.030)
H (-0.281, 0.933, 0.541)
H (-1.471, 0.977, -1.495)
H (1.206, -1.506, -2.039)
H (1.995, -2.547, -0.020)
H (1.209, -2.852, 2.286)
H (-1.343, 2.954, 1.583)
H (-2.481, 1.202, -2.599)
H (-1.701, -2.098, 1.977)
H (2.069, -1.666, 1.903)
H (0.028, 3.209, -0.458)
H (2.995, -3.088, -1.020)

---

8 unconnected molecules or ions with the total composition H16O8 at a distorted geometry, computed with ωB97M-V with the def2-TZVPD basis set.

Output
⟨S²⟩: 0.7565
LUMO (alpha / beta) in Eh: -0.129 / -0.408
Total charge: +1
Molecular weight in g mol⁻¹: 144.12
Spin multiplicity: 2
HOMO energy (alpha / beta) in hartree: -0.5066 / -0.5053
Relative energy (zero: lowest compared OMol25 entry of this formula, charge and spin) in kJ/mol: 138.7
Frontier orbital gap (alpha / beta) in eV: 10.27 / 2.64

CARTESIAN COORDINATES (ANGSTROEM)
O (-0.367, 2.966, 0.044)
O (-0.957, -1.931, 3.357)
O (-0.039, 0.533, -3.803)
O (1.992, 1.577, -2.021)
O (-2.149, -0.080, -1.044)
O (1.784, 0.590, 2.565)
O (-0.035, -2.641, 0.809)
O (0.298, 0.072, 0.218)
H (-1.695, -1.329, 3.260)
H (-0.224, 0.073, -0.585)
H (0.168, -3.056, -0.029)
H (0.248, -0.219, -4.321)
H (1.758, 1.026, -1.274)
H (0.067, 2.152, 0.299)
H (2.947, 1.629, -1.992)
H (1.716, 1.545, 2.549)
H (-2.305, 0.163, -0.131)
H (1.417, 0.310, 1.727)
H (-0.823, -2.290, 2.480)
H (0.708, -2.861, 1.372)
H (-1.072, 3.072, 0.683)
H (-0.886, 0.268, -3.444)
H (0.271, -0.836, 0.520)
H (-2.822, -0.733, -1.237)

---

9 unconnected molecules or ions with the total composition H17O9 at a distorted geometry, computed with ωB97M-V with the def2-TZVPD basis set.

Output
LUMO in Eh: 0.120
Total charge: -1
Molecular weight in g mol⁻¹: 161.13
Spin multiplicity: 1
HOMO energy in hartree: -0.2461
Relative energy (zero: lowest compared OMol25 entry of this formula, charge and spin) in kJ/mol: 229.1
Frontier orbital gap in eV: 9.96

CARTESIAN COORDINATES (ANGSTROEM)
O (30.816, 44.051, 21.279)
O (28.663, 44.992, 20.392)
O (30.165, 47.443, 17.907)
O (27.887, 48.667, 20.562)
O (26.772, 47.115, 18.473)
O (26.434, 44.495, 19.017)
O (28.402, 45.497, 22.955)
O (27.477, 42.887, 21.320)
O (29.521, 44.573, 17.910)
H (29.699, 46.642, 18.382)
H (29.303, 44.757, 18.929)
H (28.369, 45.299, 21.955)
H (27.780, 48.177, 19.822)
H (28.046, 43.581, 20.921)
H (30.740, 43.701, 22.058)
H (30.865, 47.654, 18.377)
H (26.731, 44.212, 18.140)
H (28.012, 46.342, 23.042)
H (29.933, 43.686, 17.852)
H (27.206, 49.355, 20.555)
H (29.995, 44.303, 20.901)
H (25.874, 47.284, 18.579)
H (26.517, 46.280, 18.878)
H (28.779, 45.917, 20.406)
H (27.340, 44.529, 19.475)
H (27.515, 42.157, 20.728)

---

9 unconnected molecules or ions with the total composition H17O9 at a distorted geometry, computed with ωB97M-V with the def2-TZVPD basis set.

Output
LUMO in Eh: 0.120
Total charge: -1
Molecular weight in g mol⁻¹: 161.13
Spin multiplicity: 1
HOMO energy in hartree: -0.2610
Relative energy (zero: lowest compared OMol25 entry of this formula, charge and spin) in kJ/mol: 61.2
Frontier orbital gap in eV: 10.36

CARTESIAN COORDINATES (ANGSTROEM)
O (-1.476, 1.036, 0.249)
O (0.320, -0.664, 0.080)
O (1.766, 2.702, -0.280)
O (0.126, -2.868, -1.183)
O (-0.773, -0.685, -2.560)
O (-2.257, -2.408, -0.078)
O (2.991, -0.453, -0.096)
O (0.756, -0.184, 3.267)
O (-1.110, 3.572, 0.438)
H (-0.688, 0.350, 0.262)
H (-1.398, 3.808, -0.447)
H (1.525, 1.776, -0.214)
H (-1.111, 2.558, 0.414)
H (1.025, 3.318, -0.253)
H (0.347, -2.053, -0.583)
H (-0.189, -0.284, 3.103)
H (2.939, -0.415, 0.857)
H (0.979, 0.424, 2.558)
H (0.797, -0.852, 0.889)
H (-1.903, -1.586, 0.263)
H (0.821, -2.935, -1.842)
H (-1.540, -2.593, -0.720)
H (-0.399, -0.403, -1.716)
H (-2.378, 0.814, 0.445)
H (-1.205, -1.538, -2.464)
H (2.035, -0.437, -0.389)